Entry 1:
{"formula": "C17H32B3F7IO11S2", "method": "wB97M-V/def2-TZVPD", "charge": -1, "orbital_gap_ev": 6.3, "elements": ["C", "C", "O", "B", "O", "B", "I", "O", "C", "C", "F", "F", "C", "F", "F", "C", "C", "C", "C", "F", "C", "F", "F", "B", "C", "O", "O", "H", "H", "H", "H", "H", "H", "H", "H", "H", "H", "H", "H", "H", "H", "H", "H", "O", "S", "O", "O", "C", "C", "C", "H", "H", "H", "H", "H", "H", "H", "H", "O", "S", "O", "O", "C", "C", "C", "H", "H", "H", "H", "H", "H", "H", "H"], "xyz": [[3.779, -3.784, -0.857], [2.602, -3.538, -1.803], [1.594, -2.769, -1.168], [1.120, -1.612, -1.804], [0.741, -1.709, -3.127], [1.007, -0.102, -0.969], [3.088, 0.153, 0.041], [0.833, 1.089, -1.814], [-0.381, 1.718, -1.534], [-1.377, 1.306, -2.645], [-0.731, 1.421, -3.847], [-1.799, 0.011, -2.532], [-2.646, 2.160, -2.778], [-3.249, 1.907, -3.982], [-2.349, 3.490, -2.745], [-0.702, 1.301, -0.067], [-2.148, 1.020, 0.377], [-2.915, 2.161, 1.085], [-3.386, 3.294, 0.241], [-4.604, 3.135, -0.365], [-2.829, 4.487, 0.047], [-3.517, 5.575, -0.267], [-1.543, 4.753, 0.089], [0.207, 2.050, 1.036], [1.099, 3.321, 0.793], [0.177, 1.543, 2.314], [-0.101, -0.024, -0.037], [3.825, -4.830, -0.549], [4.733, -3.549, -1.334], [3.687, -3.158, 0.029], [2.956, -3.068, -2.727], [2.180, -4.508, -2.100], [0.960, -2.563, -3.513], [-0.233, 2.794, -1.676], [-3.376, 1.906, -2.010], [-2.057, 0.204, 1.101], [-2.769, 0.627, -0.426], [-3.837, 1.728, 1.490], [-2.377, 2.583, 1.936], [1.062, 3.663, -0.240], [0.686, 4.122, 1.419], [2.128, 3.136, 1.102], [-0.625, 1.048, 2.498], [7.808, -5.571, 1.332], [8.013, -5.191, -0.032], [6.927, -5.234, -0.958], [9.234, -6.042, -0.610], [9.163, -7.475, -0.456], [8.219, -8.124, -1.447], [8.775, -3.609, -0.112], [8.891, -7.712, 0.574], [10.184, -7.819, -0.616], [7.185, -7.845, -1.251], [8.303, -9.209, -1.377], [8.459, -7.814, -2.463], [9.620, -3.591, 0.569], [8.019, -2.886, 0.190], [9.086, -3.425, -1.137], [-7.699, 4.467, 4.612], [-7.409, 3.499, 3.597], [-6.084, 3.390, 3.072], [-8.422, 3.686, 2.392], [-8.527, 5.001, 1.799], [-7.325, 5.331, 0.941], [-7.966, 1.912, 4.110], [-8.682, 5.747, 2.580], [-9.436, 4.956, 1.203], [-6.426, 5.457, 1.541], [-7.503, 6.257, 0.392], [-7.134, 4.528, 0.230], [-8.986, 1.998, 4.473], [-7.300, 1.589, 4.907], [-7.902, 1.232, 3.265]], "atomic_forces_ev_per_a": [[0.15, -0.08, -0.05], [-0.12, -0.48, 0.04], [0.30, 0.36, -0.25], [0.02, -0.16, 0.45], [0.29, 0.23, -0.16], [-1.53, 0.00, -0.85], [0.75, 0.11, 0.41], [0.16, -0.01, 0.04], [0.11, -0.09, -0.08], [0.21, 0.22, -0.34], [-0.16, -0.09, 0.32], [0.08, 0.25, -0.03], [-0.26, -0.33, -0.21], [0.20, 0.12, 0.27], [-0.04, -0.25, -0.01], [0.19, -0.73, -0.18], [-0.12, 0.57, 0.40], [0.03, -0.29, -0.58], [0.20, 0.54, -0.32], [-0.19, 0.06, 0.67], [-0.39, -0.31, -0.06], [0.03, -0.11, -0.64], [0.07, 0.01, 0.75], [-0.01, 0.09, -0.02], [-0.27, -0.13, 0.02], [-0.34, 0.72, 0.13], [0.15, -0.12, 0.19], [0.00, 0.04, 0.08], [-0.06, -0.02, 0.02], [-0.08, 0.06, -0.07], [-0.05, 0.18, 0.08], [-0.04, 0.06, -0.01], [-0.12, -0.11, 0.03], [-0.21, 0.02, 0.21], [0.04, 0.27, 0.10], [-0.02, -0.01, -0.09], [0.11, -0.11, -0.06], [0.03, 0.14, 0.07], [0.19, -0.10, -0.08], [0.26, 0.00, 0.00], [0.10, -0.01, 0.04], [0.02, 0.06, -0.06], [0.26, -0.52, -0.14], [-0.07, -0.07, 0.02], [0.14, 0.13, -0.04], [-0.07, -0.10, 0.01], [0.03, 0.08, -0.04], [-0.01, -0.37, 0.04], [-0.10, 0.13, -0.02], [0.04, 0.03, 0.03], [-0.04, 0.10, 0.01], [0.04, 0.12, -0.02], [0.00, 0.00, 0.02], [0.05, 0.00, 0.01], [0.04, -0.04, -0.01], [0.00, -0.01, 0.01], [-0.03, -0.02, 0.00], [-0.02, -0.01, -0.01], [0.06, 0.08, 0.01], [-0.09, -0.15, -0.19], [0.16, 0.01, 0.17], [-0.19, -0.07, 0.11], [0.06, 0.39, -0.22], [0.10, -0.07, -0.01], [-0.02, -0.04, 0.02], [0.04, -0.13, 0.13], [0.00, -0.13, 0.01], [-0.01, 0.02, 0.01], [-0.06, -0.01, -0.01], [-0.01, 0.03, -0.05], [0.00, 0.01, 0.00], [0.02, 0.03, 0.00], [0.02, 0.01, -0.01]]}

Entry 2:
{"formula": "C17H32BeBrIN6Na2O9", "method": "wB97M-V/def2-TZVPD", "charge": 0, "orbital_gap_ev": 1.6, "elements": ["N", "C", "N", "N", "I", "C", "C", "C", "C", "C", "C", "C", "N", "C", "C", "C", "C", "H", "H", "H", "H", "H", "H", "H", "H", "H", "H", "H", "H", "H", "H", "H", "H", "C", "C", "C", "O", "H", "H", "H", "H", "H", "H", "H", "H", "O", "H", "Be", "N", "O", "O", "O", "Br", "C", "O", "O", "O", "N", "H", "H", "H", "H", "Na", "C", "O", "H", "H", "H", "Na"], "xyz": [[3.980, -1.028, 1.643], [4.318, 0.051, 0.722], [5.237, -0.292, -0.224], [5.489, 0.764, -0.991], [6.985, 0.377, -2.476], [4.962, 2.000, -0.975], [3.960, 2.434, 0.015], [3.632, 1.336, 0.977], [2.611, 1.492, 2.146], [1.406, 2.488, 1.783], [0.155, 1.605, 1.377], [-0.451, 1.986, -0.052], [-0.965, 0.703, -0.607], [-2.054, 0.123, 0.152], [-2.326, -1.118, -0.560], [-1.347, -1.206, -1.747], [-0.491, 0.045, -1.686], [3.045, -1.397, 1.430], [4.616, -1.824, 1.480], [5.294, 2.744, -1.745], [3.508, 3.448, 0.056], [2.198, 0.532, 2.544], [3.159, 1.980, 3.013], [1.138, 3.016, 2.745], [1.694, 3.263, 1.027], [0.501, 0.533, 1.259], [-0.672, 1.585, 2.133], [0.344, 2.364, -0.757], [-1.267, 2.760, 0.015], [-2.552, 0.522, 1.061], [-3.097, -1.872, -0.262], [-1.219, -2.023, -2.504], [0.348, 0.409, -2.319], [-4.412, 2.034, 5.075], [-3.628, 1.464, 3.905], [-2.574, 0.473, 4.376], [-2.995, 2.532, 3.191], [-3.751, 2.573, 5.762], [-5.157, 2.752, 4.725], [-4.922, 1.245, 5.631], [-4.312, 0.971, 3.211], [-1.851, 0.959, 5.039], [-2.011, 0.078, 3.526], [-3.029, -0.363, 4.910], [-2.388, 2.976, 3.796], [9.000, -1.844, -4.179], [8.357, -1.167, -4.000], [3.436, -3.588, 1.679], [-4.057, -4.803, -0.346], [-4.136, -3.747, 0.324], [-5.087, -5.323, -0.805], [-2.950, -5.324, -0.550], [-2.353, -0.527, -3.636], [1.542, -3.271, -3.247], [2.552, -3.957, -3.423], [1.344, -2.128, -3.756], [0.556, -3.607, -2.526], [1.014, 4.227, -2.864], [1.142, 4.571, -3.843], [1.939, 4.166, -2.395], [0.405, 4.883, -2.345], [0.576, 3.292, -2.884], [7.780, 1.256, 0.130], [-6.727, -6.569, -3.496], [-7.383, -7.615, -3.947], [-5.703, -6.406, -3.890], [-7.192, -5.573, -3.655], [-6.532, -6.533, -2.393], [1.369, 4.094, -5.771]], "atomic_forces_ev_per_a": [[0.94, 1.52, -1.55], [-1.08, -1.37, 1.52], [-2.07, 2.28, 1.84], [-0.22, 2.06, -0.86], [1.63, -1.19, -1.18], [-1.83, 1.23, 1.39], [0.90, -3.95, 0.86], [0.63, 0.94, -2.07], [0.43, 1.45, -0.03], [-0.42, -0.98, 1.30], [0.22, 0.00, -1.27], [0.68, -0.35, 0.27], [0.21, 1.66, 0.27], [0.04, -4.84, -3.89], [1.01, 2.71, 1.03], [-1.46, 1.36, -0.98], [-2.08, -0.83, 2.08], [0.12, 0.35, 0.28], [-0.22, 0.60, 0.01], [-0.17, -1.12, 0.65], [0.65, -0.91, -0.19], [0.59, 0.80, -0.60], [-0.33, -0.69, -0.95], [0.41, -0.33, -1.15], [-0.39, -0.78, 0.62], [-0.38, 1.17, 0.17], [0.87, 0.29, -0.57], [-0.66, -0.40, 0.83], [0.71, -0.95, -0.09], [0.84, 0.04, -1.03], [0.76, 0.35, -0.51], [1.02, -0.18, 2.01], [-0.88, -0.51, 0.57], [-0.25, 0.10, -0.06], [0.28, 0.07, 0.67], [0.06, -0.13, -0.18], [0.11, -0.02, -0.49], [0.07, -0.13, 0.00], [0.00, -0.10, -0.02], [0.04, 0.05, -0.01], [0.09, 0.17, -0.11], [-0.12, 0.04, 0.08], [-0.10, -0.09, 0.03], [0.07, 0.02, -0.04], [-0.16, -0.05, 0.03], [0.74, 0.20, 0.79], [-1.32, 0.45, -0.63], [-0.35, -1.22, 0.03], [0.39, -0.53, -0.38], [-0.06, 0.66, 0.18], [-0.37, 0.15, 0.05], [0.03, 0.14, 0.07], [-0.02, 0.43, 0.78], [-0.37, 0.10, 0.05], [0.22, -0.10, 0.06], [0.25, 0.94, -0.38], [-0.25, -0.47, 0.45], [-0.39, 0.02, 1.28], [0.09, 0.39, -0.08], [0.28, -0.11, -0.01], [-0.13, 0.12, 0.06], [0.02, -0.14, -0.16], [0.30, -0.16, 0.18], [0.50, 1.16, -0.97], [0.07, 0.07, 0.33], [0.30, -0.70, 0.12], [-0.72, -0.13, 0.22], [0.06, -0.33, 0.39], [0.19, -0.30, -1.14]]}

Entry 3:
{"formula": "C17H32Cl2MoO2P2", "method": "wB97M-V/def2-TZVPD", "charge": 2, "orbital_gap_ev": [5.8, 5.9], "spin_multiplicity": 3, "elements": ["P", "P", "C", "C", "H", "H", "H", "H", "C", "H", "H", "H", "C", "H", "H", "H", "C", "H", "H", "H", "C", "H", "H", "H", "Mo", "C", "C", "C", "C", "C", "C", "C", "C", "C", "H", "H", "H", "H", "H", "H", "H", "H", "H", "H", "H", "H", "H", "H", "H", "Cl", "C", "Cl", "C", "O", "O", "H"], "xyz": [[0.188, -2.603, 1.119], [-0.419, 2.469, 1.872], [1.223, -0.511, -0.876], [1.132, 0.795, -0.526], [-0.086, -1.468, -0.613], [2.019, -1.139, -0.549], [1.764, 1.134, 0.279], [0.176, 1.348, -0.507], [-2.042, 3.140, 1.421], [-2.532, 3.385, 2.368], [-2.614, 2.385, 0.859], [-2.000, 4.047, 0.805], [0.982, 3.575, 1.449], [0.783, 4.313, 0.662], [1.850, 2.988, 1.124], [1.270, 4.156, 2.332], [-0.850, -4.082, 0.845], [-0.878, -4.633, 1.809], [-0.421, -4.702, 0.031], [-1.875, -3.770, 0.600], [1.828, -3.382, 1.045], [2.595, -2.617, 1.115], [1.913, -3.973, 0.129], [1.901, -3.992, 1.945], [-0.765, -0.102, -1.288], [0.241, 1.272, -2.731], [-1.138, 1.271, -2.539], [-2.086, 0.581, -3.483], [-1.596, -0.784, -3.883], [-0.873, -1.385, -2.718], [0.561, -1.439, -2.587], [1.508, -0.754, -3.507], [1.022, 0.676, -3.838], [-0.059, -2.326, 2.892], [0.785, 2.141, -2.329], [-1.572, 1.973, -1.800], [-2.246, 1.200, -4.357], [-3.049, 0.505, -2.957], [-2.447, -1.388, -4.137], [-1.031, -0.771, -4.795], [-1.417, -2.229, -2.307], [0.991, -2.379, -2.237], [1.653, -1.358, -4.415], [2.510, -0.677, -3.036], [1.912, 1.280, -4.040], [0.482, 0.660, -4.783], [0.922, -2.427, 3.347], [-0.778, -3.044, 3.274], [-0.422, -1.340, 3.129], [-0.207, 3.822, 6.136], [0.234, 2.138, 5.825], [-0.825, 0.925, 6.575], [0.210, 1.764, 4.328], [1.004, 0.983, 3.866], [-0.699, 2.394, 3.540], [1.269, 1.955, 6.115]], "atomic_forces_ev_per_a": [[-0.95, -0.96, -0.77], [-0.17, -2.29, -0.95], [0.61, 3.37, 0.25], [1.88, -2.58, 2.40], [0.74, -2.17, 1.44], [0.29, -0.53, -0.20], [0.26, 0.41, 0.08], [0.54, 1.25, 0.35], [-0.09, 0.83, -0.03], [-0.28, 0.01, -0.30], [0.16, 0.21, 0.45], [0.07, -0.10, 0.21], [0.04, 0.80, 0.77], [-0.37, -0.22, 0.12], [-0.31, 0.07, 0.31], [0.11, -0.02, -0.11], [-0.22, -0.02, -0.09], [0.08, 0.08, -0.76], [-0.42, 0.29, 0.50], [0.24, -0.29, 0.02], [-0.07, 0.65, -0.17], [0.32, -0.05, -0.10], [0.19, 0.06, 0.22], [0.03, -0.27, -0.16], [-0.66, -0.87, 8.22], [-0.61, 2.08, -1.24], [-0.32, 3.65, -4.39], [-1.09, 0.60, 0.04], [-0.19, 0.01, -0.62], [0.03, -3.53, -2.70], [0.01, -1.25, -0.85], [0.76, 0.85, -0.33], [0.66, -0.89, -1.12], [0.09, 0.82, -0.03], [-0.40, -0.69, 0.46], [-0.03, 0.20, -0.41], [-0.25, 0.36, -0.18], [-0.01, -0.02, -0.33], [-0.44, -0.42, 0.03], [0.55, 0.11, -0.32], [0.13, -0.60, -0.07], [-0.34, 0.09, 0.32], [-0.16, 0.04, 0.21], [-0.54, -0.23, -0.24], [-0.25, 0.06, 0.17], [-0.23, 0.08, 0.03], [-0.04, -0.08, 0.27], [0.09, -0.18, 0.03], [-0.08, 0.44, 0.05], [0.07, -0.58, -0.02], [-0.18, -0.22, -1.01], [0.03, 0.28, 0.23], [0.55, 0.19, -0.77], [-0.15, 0.17, 0.36], [0.55, 0.88, 0.37], [-0.27, 0.10, 0.33]]}

Entry 4:
{"formula": "C17H32FN7O5SSeY", "method": "wB97M-V/def2-TZVPD", "charge": 1, "orbital_gap_ev": 7.1, "relative_energy_kj_mol": 30.77, "elements": ["Y", "C", "N", "C", "C", "O", "C", "O", "C", "C", "O", "N", "C", "C", "H", "H", "H", "H", "H", "H", "H", "H", "H", "H", "H", "H", "H", "H", "H", "H", "N", "N", "C", "N", "S", "H", "H", "H", "H", "H", "C", "O", "C", "O", "N", "N", "H", "H", "H", "H", "H", "H", "Se", "C", "C", "C", "C", "C", "C", "H", "H", "H", "H", "H", "F"], "xyz": [[0.756, 0.327, 0.080], [-4.403, 0.087, -2.041], [-3.576, 0.077, -0.840], [-4.203, 0.444, 0.428], [-2.283, -0.212, -0.889], [-1.561, -0.238, 0.122], [-1.633, -0.483, -2.239], [-0.330, -0.976, -2.023], [-0.273, -2.361, -1.765], [1.145, -2.639, -1.298], [1.882, -1.685, -1.014], [1.518, -3.913, -1.198], [0.575, -5.003, -1.415], [2.835, -4.246, -0.678], [-5.400, 0.415, -1.759], [-4.020, 0.787, -2.784], [-4.487, -0.909, -2.477], [-4.723, 1.393, 0.305], [-4.922, -0.323, 0.719], [-3.438, 0.547, 1.190], [-2.222, -1.166, -2.857], [-1.527, 0.470, -2.759], [-0.969, -2.651, -0.966], [-0.522, -2.935, -2.664], [-0.313, -4.889, -0.794], [0.289, -5.088, -2.464], [1.061, -5.931, -1.124], [3.480, -3.377, -0.762], [2.767, -4.550, 0.368], [3.252, -5.062, -1.265], [2.769, -0.594, 1.434], [2.553, -1.149, 2.711], [1.380, -1.750, 2.996], [1.195, -2.089, 4.279], [0.234, -2.137, 1.828], [3.269, -1.263, 0.855], [3.317, 0.256, 1.539], [3.173, -0.848, 3.447], [1.744, -1.680, 5.018], [0.291, -2.455, 4.525], [3.631, 0.396, -3.301], [3.291, 1.753, -2.966], [2.859, 1.955, -1.728], [2.754, 1.043, -0.903], [2.562, 3.241, -1.505], [1.912, 3.580, -0.327], [4.163, 0.466, -4.244], [2.720, -0.190, -3.407], [4.261, -0.037, -2.528], [2.551, 3.847, -2.314], [0.929, 3.758, -0.487], [2.382, 4.334, 0.150], [0.744, 1.590, 2.536], [-0.804, 2.710, 2.520], [-1.539, 3.006, 1.375], [-2.663, 3.817, 1.441], [-3.084, 4.349, 2.651], [-2.354, 4.065, 3.797], [-1.230, 3.259, 3.730], [-1.240, 2.619, 0.407], [-3.210, 4.039, 0.532], [-3.961, 4.981, 2.703], [-2.658, 4.474, 4.752], [-0.671, 3.047, 4.633], [-0.023, 1.698, -1.285]], "atomic_forces_ev_per_a": [[-0.12, -0.58, -0.43], [-0.07, 0.03, 0.03], [0.08, 0.01, -0.06], [-0.05, -0.01, -0.03], [0.04, 0.16, 0.19], [0.09, -0.05, 0.01], [-0.14, 0.01, -0.03], [0.09, 0.03, -0.03], [-0.01, -0.04, -0.01], [0.04, -0.03, 0.08], [-0.12, 0.06, 0.00], [-0.05, 0.11, -0.03], [0.02, -0.09, 0.03], [0.01, -0.01, -0.02], [0.01, -0.01, -0.02], [0.01, -0.03, -0.02], [-0.01, 0.02, -0.03], [0.02, 0.01, 0.03], [0.02, 0.01, 0.03], [-0.01, 0.00, 0.02], [0.03, -0.01, 0.03], [0.01, -0.02, 0.02], [0.02, 0.02, -0.01], [0.03, 0.03, 0.01], [-0.02, 0.00, -0.02], [-0.02, 0.01, 0.01], [-0.01, 0.01, -0.02], [0.02, -0.02, 0.00], [0.00, 0.01, 0.01], [0.03, 0.00, 0.02], [0.03, 0.00, 0.23], [-0.07, 0.06, -0.17], [0.04, 0.00, 0.04], [0.00, 0.02, 0.00], [0.03, 0.02, -0.06], [0.06, 0.11, -0.05], [0.02, -0.03, -0.02], [-0.05, -0.04, 0.03], [0.02, 0.00, -0.02], [0.01, 0.00, -0.01], [-0.05, 0.10, 0.00], [0.12, 0.05, 0.13], [-0.18, 0.02, -0.25], [0.04, -0.05, 0.15], [0.02, 0.02, -0.08], [0.04, -0.11, 0.03], [-0.02, -0.05, -0.01], [0.03, -0.03, 0.01], [0.01, -0.02, -0.04], [0.00, 0.04, 0.06], [0.00, -0.01, 0.01], [-0.03, 0.03, -0.04], [-0.01, 0.13, 0.24], [-0.14, 0.15, 0.17], [0.09, -0.06, -0.20], [-0.10, 0.09, 0.05], [0.04, -0.04, -0.01], [-0.03, 0.01, -0.04], [0.07, -0.06, 0.09], [0.04, -0.01, 0.04], [0.00, 0.00, -0.01], [-0.01, 0.01, -0.02], [-0.01, 0.01, 0.02], [0.01, -0.01, -0.01], [0.05, 0.04, -0.01]]}

Number 1: E -91499.339 eV. Number 2: E -132862.511 eV. Number 3: E -67695.205 eV. Number 4: E -118759.676 eV.